Entry 1:
38
Properties=species:S:1:pos:R:3:lowdin_charge:R:1 method="wB97M-V/def2-TZVPD" homo_energy_ev="-15.75 / -15.73" e_tot_ha=-2127.99148 multiplicity=2 s_squared=0.751 orbital_gap_ha="0.2668 / 0.2662" total_charge=+2 largest_force_ev_per_a=5.22
C 0.6617 0.0631 -3.0951 -0.209
I -1.6396 -0.4023 -2.4275 1.064
H 1.3570 0.0899 -2.2540 -0.027
H 0.6277 1.0069 -3.6505 0.038
H 0.8884 -0.7735 -3.7648 0.045
Ce 0.2631 0.0227 -0.0818 0.442
P -0.1335 2.7400 0.0160 0.704
C -1.7240 3.5069 -0.3445 -0.241
C 0.4102 3.7202 1.4509 -0.211
H 0.5064 4.7828 1.1777 0.077
H 0.8950 4.4028 -1.3441 0.077
H 1.3662 3.3237 1.8148 0.058
H 1.9494 2.9522 -1.2329 0.066
H -2.4463 3.2395 0.4394 0.065
H -0.3297 3.5717 2.2487 0.073
C 0.9194 3.3077 -1.3706 -0.220
H -1.5777 4.5979 -0.3705 0.076
H 0.5613 2.9094 -2.3294 0.042
H -2.1401 3.1479 -1.2947 0.054
P 0.0515 -2.7810 0.4177 0.726
C -1.6078 -3.4713 0.1257 -0.257
C 0.9837 -3.6139 -0.9262 -0.233
H 1.5417 -3.2162 2.2636 0.058
H 0.5306 -4.6615 1.9703 0.073
H -0.1421 -3.2063 2.7816 0.067
C 0.5359 -3.5627 1.9947 -0.221
H 2.0298 -3.2860 -0.9423 0.057
H 0.9558 -4.6923 -0.7417 0.071
H -1.5531 -4.5482 0.3392 0.073
H -1.9285 -3.3210 -0.9117 0.034
H 0.5440 -3.3983 -1.9095 0.051
H -2.3579 -3.0166 0.7844 0.050
C -2.1813 -0.1583 0.6185 -0.145
O -3.3034 -0.1596 0.8774 0.188
O 0.0814 0.1313 2.2288 -0.214
N 1.4050 0.2317 2.4667 -0.435
O 1.8510 0.3031 3.5814 0.219
O 2.1489 0.2175 1.3941 -0.135



Entry 2:
40
Properties=species:S:1:pos:R:3:lowdin_charge:R:1 method="wB97M-V/def2-TZVPD" homo_energy_ev=-22.20 e_tot_ha=-1184.37327 multiplicity=1 e_above_lowest_ev=0.000 orbital_gap_ha=0.3211 total_charge=+3 largest_force_ev_per_a=1.18
Ru 0.0951 0.0119 -0.3862 1.338
N -1.3670 -0.5661 -1.7462 -0.037
C -2.7603 -0.6106 -1.1686 -0.135
C -2.8377 0.5050 -0.1544 -0.118
N -1.6405 0.4402 0.7585 -0.146
C -1.7558 -0.5150 1.9102 -0.127
C -1.4223 -1.9138 1.4624 -0.132
N -0.1404 -1.8289 0.6734 -0.005
H -1.3638 0.1967 -2.4226 0.118
H -1.1777 -1.4057 -2.2932 0.135
H -2.9411 -1.5969 -0.7612 0.113
H -3.5016 -0.4718 -1.9545 0.154
H -3.7673 0.4779 0.4148 0.155
H -2.8023 1.4713 -0.6544 0.133
H -1.5503 1.3566 1.1893 0.126
H -2.7488 -0.4632 2.3571 0.155
H -1.0474 -0.1789 2.6689 0.135
H -2.1857 -2.3509 0.8317 0.116
H -1.3040 -2.5837 2.3135 0.155
H -0.0656 -2.6193 0.0308 0.140
H 0.6338 -1.9496 1.3200 0.103
N 1.7997 -0.6921 -1.3888 -0.041
C 2.8687 -1.0720 -0.3945 -0.154
C 2.9402 0.0398 0.6200 -0.139
N 1.5332 0.2723 1.1316 -0.038
H 1.6386 -1.4536 -2.0465 0.129
H 2.1523 0.0717 -1.9715 0.119
H 3.8279 -1.2302 -0.8851 0.153
H 2.5866 -2.0251 0.0539 0.122
H 3.2963 0.9597 0.1774 0.113
H 3.6180 -0.1997 1.4377 0.155
H 1.4856 1.1955 1.5590 0.108
H 1.3758 -0.3800 1.8942 0.107
F 0.0066 1.6826 -1.8998 0.095
C 0.2234 2.0948 -0.6072 -0.346
F -0.7881 2.7788 -0.1351 0.177
C 1.5066 2.9694 -0.5068 -0.591
F 2.4886 2.3757 -1.1922 0.177
F 1.8341 3.0664 0.7781 0.201
F 1.2567 4.1407 -1.0136 0.279



Entry 3:
35
Properties=species:S:1:pos:R:3:lowdin_charge:R:1 method="wB97M-V/def2-TZVPD" homo_energy_ev=-11.75 e_tot_ha=-973.21244 multiplicity=1 orbital_gap_ha=0.2700 total_charge=+1 largest_force_ev_per_a=0.59
N -2.1092 -1.7740 3.9329 0.166
N -0.9922 -1.2562 3.2781 -0.130
C 0.1500 -0.9862 3.7830 0.034
C 1.0832 -0.5252 2.7106 -0.372
P 2.9015 -0.5535 2.8547 0.707
O 3.4865 0.3901 1.8937 -0.389
C 0.4557 -1.1587 1.4622 -0.133
C -1.0280 -1.0890 1.7992 -0.060
H -2.0532 -1.5368 4.9170 0.121
H -2.9320 -1.3093 3.5629 0.125
H 0.3564 -1.0954 4.8371 0.161
H 0.9056 0.5573 2.6341 0.145
H 3.2796 -1.8969 2.7086 0.030
H 3.1300 -0.2656 4.2106 0.023
H 0.7436 -0.6278 0.5577 0.086
H 0.7366 -2.2007 1.3342 0.133
H -1.4595 -0.1148 1.5796 0.140
H -1.6343 -1.8935 1.4010 0.141
C -0.9007 -0.5181 -2.7759 -0.059
C -0.4907 0.6307 -1.8617 -0.434
C -0.6978 2.0234 -2.4703 -0.214
O 0.2655 2.3762 -3.4309 -0.181
C -0.0015 1.9585 -4.7601 -0.091
N 0.8932 0.4216 -1.4157 0.034
H -0.1737 -0.6730 -3.5716 0.071
H -0.9623 -1.4498 -2.2125 0.070
H -1.8731 -0.3320 -3.2331 0.084
H -1.1342 0.5891 -0.9716 0.118
H -0.5984 2.7640 -1.6713 0.124
H -1.7096 2.1215 -2.8847 0.124
H -1.0718 2.0019 -4.9803 0.092
H 0.3664 0.9481 -4.9526 0.077
H 0.5203 2.6443 -5.4241 0.092
H 1.1393 1.1401 -0.7376 0.079
H 1.5023 0.6176 -2.2054 0.085